1.
# C10H19N5O5

The molecule C10H19N5O5 (ωB97M-V with the def2-TZVPD basis set, OMol25).

XYZ file:
```
39
Properties=species:S:1:pos:R:3:forces:R:3
H -4.49257 1.95606 -1.89224 0.28 -1.11 0.15
N -3.79669 1.20025 -2.08818 -0.44 2.03 -1.91
C -3.47168 1.37273 -3.35398 1.56 -1.50 2.37
N -4.15497 2.08718 -4.29187 0.84 1.39 -2.66
N -2.27155 0.74562 -3.76336 -1.41 0.04 -0.75
C -1.62527 -0.13157 -2.79976 1.91 -1.22 -0.55
C -0.60367 0.62326 -1.91385 1.10 0.71 -0.11
C -0.00089 -0.38233 -0.85940 -1.04 0.78 -0.82
C 0.98398 0.33112 0.06074 -1.22 1.60 0.36
N 1.84509 -0.57861 0.68395 1.76 -2.35 1.27
C 2.57103 -0.18719 1.80576 -0.47 2.49 -1.49
O 2.69466 1.04199 2.01263 0.03 -2.71 0.11
C 2.96290 -1.31859 2.72204 -0.47 0.82 1.37
N 3.90121 -1.00477 3.80359 1.08 4.86 -0.41
C 1.65012 -1.71678 3.38013 -0.95 -2.29 -0.01
C 0.71019 -2.54458 2.49070 -0.13 -0.08 -0.54
O 0.87239 -3.67153 2.07444 1.03 0.52 0.56
O -0.40556 -1.95119 2.13683 -1.58 -0.44 -0.49
C 0.25277 1.18768 1.14765 -1.11 -0.12 0.80
O -0.33347 0.78423 2.12120 0.19 -1.04 0.12
O 0.18676 2.50324 0.97245 -0.12 0.04 -0.11
H -3.64865 2.42274 -5.18792 -0.97 -0.95 2.33
H -4.74922 2.81963 -3.92940 -0.04 -0.23 0.01
H -2.20589 0.50638 -4.76392 -0.04 0.04 1.06
H -1.11781 -1.02075 -3.34518 -0.51 1.66 0.53
H -2.27304 -0.66010 -2.10483 -0.71 0.39 -0.20
H -1.17077 1.49575 -1.40060 1.00 -1.41 -0.78
H 0.31824 1.06281 -2.53180 -2.11 -0.79 1.09
H 0.52183 -1.19347 -1.40826 -0.22 0.40 0.33
H -0.85024 -0.83335 -0.28774 0.86 0.24 -0.24
H 1.48870 1.17733 -0.41621 0.70 -0.69 -0.84
H 1.81199 -1.60777 0.45588 -0.24 1.82 0.29
H 3.35753 -2.17280 2.20605 0.13 -0.41 -0.62
H 3.31715 -0.24777 4.55315 2.56 -2.42 -3.12
H 4.75293 -0.36240 3.17922 -3.20 -2.02 3.05
H 1.88834 -2.49761 4.10280 0.30 0.38 0.56
H 1.05524 -0.92755 3.84612 0.53 0.24 -0.09
H -0.58304 -1.05101 2.42126 0.56 0.85 0.21
H 0.61193 2.74373 0.16190 0.56 0.49 -0.82
```
Positions in Å, forces in eV/Å.

Summary:
Structure (SMILES)   [H]/N=C(\N)NCCC[C@H](NC(=O)[C@@H](N)CC(=O)O)C(=O)O
Kohn-Sham gap   9.5 eV
LUMO energy   0.48 eV


2.
# C16H23F6N3PRh

A structure of composition C16H23F6N3PRh (ωB97M-V with the def2-TZVPD basis set, OMol25).

XYZ file:
```
50
Properties=species:S:1:pos:R:3:forces:R:3
Rh 0.28782 0.21019 0.52063 -0.92 0.25 -0.17
N -3.36293 1.66215 -2.55573 -0.01 0.01 0.02
C -3.31841 1.64734 -1.04116 0.02 0.00 0.07
C -2.31977 2.70612 -0.57350 0.05 0.02 -0.05
C -1.95506 2.55799 0.92173 -0.22 0.17 0.00
N -0.51592 2.22873 1.12394 0.78 -0.37 0.40
C -2.81752 1.53068 1.62865 0.07 -0.10 -0.04
C -2.78341 0.16333 0.95543 -0.25 0.14 -0.10
N -1.52604 -0.56796 1.31126 1.25 -0.08 -0.02
C -2.94501 0.24227 -0.57981 0.09 -0.02 -0.03
H -3.70407 2.55957 -2.91620 0.03 -0.01 0.02
H -3.98608 0.93624 -2.92413 0.00 0.03 0.00
H -2.42537 1.49934 -2.95144 -0.01 -0.03 0.00
H -4.32572 1.90267 -0.71055 -0.03 -0.01 -0.09
H -2.74382 3.69816 -0.73269 0.03 0.01 -0.01
H -1.41652 2.64134 -1.18544 -0.07 0.03 0.05
H -2.12533 3.51958 1.40808 0.08 0.03 0.00
H -0.29177 2.35916 2.11042 -0.07 0.23 -0.03
H 0.07903 2.87478 0.60371 -0.05 0.03 0.03
H -3.84774 1.89102 1.63218 -0.01 -0.04 0.04
H -2.53341 1.44586 2.68133 -0.04 0.01 0.02
H -3.60630 -0.41934 1.37336 0.09 -0.12 0.03
H -1.57089 -1.53686 0.99364 -0.11 0.01 0.01
H -1.43456 -0.60524 2.32665 -0.11 -0.10 0.01
H -3.69812 -0.47520 -0.90936 0.01 -0.03 0.01
H -2.00417 -0.03494 -1.06137 -0.17 0.00 -0.02
C 3.84116 -4.10429 -0.53333 0.05 -0.01 0.02
C 2.63389 -3.69186 -1.05421 -0.03 0.01 0.05
C 1.93087 -2.63056 -0.46413 0.06 0.02 0.10
C 2.45176 -1.92611 0.64454 0.12 -0.13 0.03
C 1.85596 -0.82665 1.27954 -1.10 0.22 -0.41
C 2.39446 -0.17250 2.36519 0.08 -0.05 0.13
C 3.62019 -0.60170 2.86614 -0.03 0.12 0.06
C 4.27198 -1.68346 2.27389 0.05 -0.05 -0.01
C 3.71308 -2.34077 1.17687 -0.08 0.03 -0.04
C 4.38845 -3.42655 0.56453 0.04 -0.02 -0.01
H 4.36768 -4.94543 -0.96410 0.04 0.04 -0.03
H 2.21940 -4.18714 -1.92200 -0.05 -0.02 0.03
H 0.96824 -2.36017 -0.86987 -0.01 0.02 -0.08
H 1.89298 0.66226 2.84611 -0.02 0.02 -0.02
H 4.05971 -0.09063 3.71250 0.02 -0.03 0.01
H 5.21787 -2.02402 2.67684 0.02 0.03 -0.02
H 5.35965 -3.71902 0.94687 -0.03 -0.04 0.04
F 0.49376 1.70097 -1.42014 0.06 -0.02 -0.17
P 0.88986 0.52164 -2.54433 0.13 0.19 -0.13
F 1.13553 -0.74417 -3.41397 -0.03 0.04 0.05
F -0.11164 -0.54937 -1.46129 0.38 -0.30 0.25
F -0.50830 0.85084 -3.25811 -0.07 -0.04 0.00
F 2.08023 0.13876 -1.51897 0.00 -0.01 -0.01
F 1.72432 1.51297 -3.37818 -0.04 -0.07 0.02
```
Positions in Å, forces in eV/Å.

Summary:
Kohn-Sham gap (spin up / spin down)   6.3 / 6.5 eV
Expectation value of S²   1.217
2S+1   2
Total charge   +3
LUMO energy (spin up / spin down)   -11.82 / -12.40 eV


3.
# C48H27CaCl4F5N5

A structure of composition C48H27CaCl4F5N5 (ωB97M-V with the def2-TZVPD basis set, OMol25).

XYZ file:
```
90
Properties=species:S:1:pos:R:3:forces:R:3
Ca -1.17188 -0.53492 -1.09292 0.08 0.52 -0.97
Cl -3.67538 -4.77742 7.05318 -0.07 -0.12 0.17
C -3.12258 -4.01942 5.59488 0.09 0.15 -0.20
C -1.76988 -3.78642 5.41748 -0.07 -0.06 0.07
C -1.33568 -3.16022 4.26348 -0.07 0.07 -0.12
C -2.24118 -2.75222 3.28538 -0.10 -0.20 0.22
C -3.59848 -2.98872 3.49328 0.12 0.02 -0.05
C -4.04148 -3.62972 4.63498 -0.04 -0.04 0.14
C -1.79878 -2.02122 2.08688 0.69 -0.12 -0.38
C -0.79548 -2.56012 1.26978 -0.47 -0.22 0.62
C -0.11698 -3.82322 1.38578 -0.10 -0.02 0.02
C 0.87132 -3.83772 0.44668 -0.01 -0.10 0.00
C 0.79692 -2.57862 -0.24822 -0.63 0.09 0.71
C 1.71542 -2.06012 -1.19642 0.42 0.64 -0.58
C 2.76282 -3.00602 -1.65722 -0.01 -0.04 -0.10
C 3.95312 -3.18902 -0.96302 -0.08 -0.06 -0.06
C 4.89082 -4.10902 -1.39972 0.07 -0.09 -0.03
C 4.62432 -4.85372 -2.53632 -0.12 0.13 0.06
Cl 5.77502 -6.04072 -3.06592 0.18 -0.14 -0.09
C 3.45262 -4.67752 -3.25222 0.10 -0.11 -0.05
C 2.52772 -3.74882 -2.81082 0.10 -0.02 0.16
C 1.78272 -0.75352 -1.67632 -0.12 -0.70 0.49
N 0.88032 0.25358 -1.50332 0.46 0.33 -0.10
C 1.48522 1.41708 -1.87232 -0.31 1.16 0.04
C 0.94342 2.70748 -1.78202 0.02 -1.30 -0.16
C 1.73132 3.90468 -1.67732 0.49 0.54 -0.15
C 3.03992 3.88698 -1.16032 -0.24 0.00 -0.22
C 3.73682 5.04948 -0.91952 0.09 0.24 -0.11
C 3.14082 6.27328 -1.18202 -0.08 -0.14 0.01
Cl 4.00992 7.74148 -0.84652 0.07 0.15 0.02
C 1.84812 6.33328 -1.67752 0.18 0.20 0.06
C 1.15842 5.16628 -1.92272 0.09 -0.42 0.01
C -0.52698 2.81988 -1.77782 -0.14 -0.55 -0.20
C -1.40698 2.64998 -3.03682 0.14 -0.12 0.22
C -2.18568 1.72928 -2.46332 -0.59 -0.13 -0.66
C -1.40588 1.82798 -1.16712 0.55 2.04 -0.42
N -1.49878 3.21648 -0.67832 -0.68 0.49 0.53
C -1.15508 2.13828 0.26288 0.41 -0.37 0.37
C -2.01358 1.34588 1.18048 -0.62 -0.36 0.43
C -2.52598 1.48358 2.48408 -0.11 0.25 -0.12
C -2.72908 0.19708 2.95468 0.08 -0.28 -0.03
C -2.26458 -0.69062 1.94338 -0.30 0.44 0.18
N -1.90128 0.05328 0.86198 -0.46 0.65 1.37
C 0.21512 2.23488 0.87528 0.34 0.28 0.27
C 0.92042 1.13398 1.35068 -0.01 0.06 0.09
C 2.14042 1.30228 1.98088 0.02 -0.04 -0.06
C 2.65162 2.57798 2.15008 -0.29 0.06 -0.11
Cl 4.18212 2.79058 2.93148 0.32 0.04 0.13
C 1.95042 3.69028 1.72178 0.02 -0.08 0.21
C 0.72872 3.50988 1.09908 -0.16 -0.20 0.11
C 2.80832 1.11588 -2.39152 0.53 -0.62 -0.13
C 2.97352 -0.22122 -2.31252 0.37 0.69 -0.30
N -0.22148 -1.86262 0.24218 1.38 -1.00 0.81
H -1.06698 -4.07652 6.18208 0.06 -0.05 0.09
H -0.28458 -2.95212 4.13098 0.09 0.02 -0.04
H -4.30508 -2.66732 2.74328 -0.08 0.04 -0.07
H -5.09258 -3.81542 4.79318 -0.09 -0.02 0.00
H -0.36708 -4.60182 2.08508 0.02 -0.11 0.06
H 1.58452 -4.61922 0.24838 0.04 -0.09 0.03
H 4.14352 -2.60832 -0.07092 -0.01 0.05 0.05
H 5.81482 -4.25412 -0.85992 0.06 -0.04 0.01
H 3.26512 -5.26792 -4.13682 0.02 -0.04 -0.05
H 1.60112 -3.60222 -3.34662 -0.07 0.00 -0.04
H 3.48692 2.94418 -0.88772 0.02 -0.04 0.10
H 4.72942 5.01338 -0.49732 0.10 0.01 0.04
H 1.38292 7.29058 -1.85762 -0.01 0.10 -0.03
H 0.14652 5.22448 -2.29432 -0.14 0.00 -0.02
H -1.38638 3.11328 -4.00682 -0.06 0.10 -0.12
H -3.09758 1.22358 -2.73422 -0.02 -0.16 -0.03
H -2.71678 2.40638 3.00108 0.00 0.12 0.13
H -3.09958 -0.08462 3.92388 -0.02 -0.03 0.17
H 0.52592 0.13978 1.22008 -0.06 -0.12 0.02
H 2.68672 0.44598 2.34838 0.06 -0.04 0.00
H 2.35602 4.67948 1.86648 0.03 0.08 0.03
H 0.16972 4.37388 0.77158 -0.04 0.05 -0.09
H 3.47792 1.83438 -2.82892 0.12 0.05 0.00
H 3.83122 -0.80242 -2.60452 0.06 0.00 -0.10
C -5.65068 3.29518 -0.50412 -0.13 0.51 0.02
C -5.09558 1.96968 -0.55272 -0.03 -0.13 0.00
N -4.66198 0.91378 -0.60222 0.15 -0.55 -0.03
H -5.52888 3.70268 0.49788 -0.01 0.07 -0.02
H -6.70918 3.26638 -0.76042 0.02 0.04 0.01
H -5.11988 3.92478 -1.21602 -0.01 0.09 0.03
F -3.04068 -1.22022 -1.88412 -1.51 -0.12 0.00
C -2.52558 -1.97382 -2.97852 -0.58 -0.49 -1.07
F -1.24548 -1.32122 -3.10122 0.46 -0.34 -1.18
C -2.18218 -3.32602 -2.34692 0.05 -0.88 0.11
F -2.50298 -3.44592 -1.03642 0.00 0.12 0.08
F -2.84198 -4.33682 -2.95652 -0.13 0.20 -0.10
F -0.87538 -3.65422 -2.44822 0.15 0.04 -0.09
```
Positions in Å, forces in eV/Å.

Summary:
Kohn-Sham gap (spin up / spin down)   5.0 / 5.0 eV
Total charge   -1
LUMO energy (spin up / spin down)   1.13 / 1.13 eV


4.
# C3H9NO

A cluster of 2 separate species, C3H9NO in total (ωB97M-V with the def2-TZVPD basis set, OMol25).

XYZ file:
```
14
Properties=species:S:1:pos:R:3:forces:R:3
C -0.80775 -0.01077 -0.84613 0.42 -1.25 -2.31
C 0.23166 0.25495 -0.07242 0.34 2.00 1.82
N 1.37072 1.05698 -0.40911 0.14 -2.72 1.28
C 1.75155 2.04946 0.57081 -0.60 0.80 -0.02
H -0.65124 -0.00942 -1.92486 -0.32 0.67 0.04
H -1.75652 -0.42259 -0.53911 0.14 -0.03 0.56
H 0.13745 0.18198 1.00903 -0.23 0.26 0.08
H 2.13539 0.44270 -0.71610 0.04 0.74 -1.15
H 0.89867 2.73191 0.61264 0.18 0.13 0.26
H 2.65424 2.60571 0.33155 0.01 -0.28 -0.43
H 1.88992 1.62402 1.57316 -0.12 -0.29 -0.11
H -1.90680 -3.22072 0.04021 -0.05 -0.55 0.45
H -3.34808 -3.53300 -0.10420 -0.10 -0.42 0.41
O -2.59922 -3.75122 0.47453 0.14 0.93 -0.89
```
Positions in Å, forces in eV/Å.

Summary:
Kohn-Sham gap (spin up / spin down)   10.1 / 5.6 eV
Expectation value of S²   0.765
2S+1   2
Total charge   +1
LUMO energy (spin up / spin down)   -4.15 / -8.66 eV


5.
# C3H8NOS

The ion C3H8NOS with charge +1 (ωB97M-V with the def2-TZVPD basis set, OMol25).

XYZ file:
```
14
Properties=species:S:1:pos:R:3:forces:R:3
C 1.57727 -0.31894 -0.55725 0.41 0.25 -2.49
C 0.28652 0.23863 -0.02492 1.48 0.49 -0.17
N 0.45779 1.06463 0.96911 -4.69 -1.68 -2.19
C -1.07859 -0.05734 -0.58895 0.12 -1.64 1.78
O -2.02087 0.86697 -0.23407 -0.39 0.48 0.37
S -1.44795 -1.92768 -0.20596 0.58 1.76 0.48
H 1.43360 -1.14712 -1.30134 -0.07 0.94 0.63
H 2.30321 0.48027 -1.05514 -1.81 -1.40 1.15
H 2.08602 -0.75918 0.26669 0.66 -0.32 0.73
H -0.34778 1.49469 1.37864 -0.38 0.49 0.23
H 1.30553 1.29749 1.29440 3.83 0.89 1.44
H -1.02465 -0.16757 -1.63926 0.23 0.45 -1.27
H -2.47714 0.72931 0.61588 0.23 -0.41 -0.50
H -1.05297 -1.79416 1.08216 -0.19 -0.29 -0.19
```
Positions in Å, forces in eV/Å.

Summary:
Structure (SMILES)   CC(=[NH2+])[C@H](O)S
Kohn-Sham gap   9.1 eV
Total charge   +1
LUMO energy   -5.15 eV